1.
{
  "formula": "C23H29NO",
  "method": "ωB97M-V/def2-TZVPD",
  "species": ["O", "C", "C", "C", "C", "C", "C", "C", "C", "C", "C", "C", "C", "N", "C", "C", "C", "C", "C", "C", "C", "C", "C", "C", "C", "H", "H", "H", "H", "H", "H", "H", "H", "H", "H", "H", "H", "H", "H", "H", "H", "H", "H", "H", "H", "H", "H", "H", "H", "H", "H", "H", "H", "H"],
  "positions_angstrom": [[-2.654, -3.290, 1.129], [-3.403, -2.546, 0.211], [-2.793, -1.180, -0.211], [-3.989, -0.279, -0.585], [-3.707, 1.013, -1.371], [-2.903, 2.038, -0.623], [-3.452, 2.689, 0.478], [-2.720, 3.622, 1.188], [-1.424, 3.927, 0.805], [-0.874, 3.303, -0.301], [-1.611, 2.371, -1.011], [-1.982, -0.591, 0.962], [-0.479, -0.848, 0.804], [-0.272, -2.188, 0.281], [1.046, -2.746, 0.558], [2.189, -1.940, 0.011], [2.950, -1.145, 0.758], [4.036, -0.293, 0.290], [4.637, -0.452, -0.959], [5.660, 0.385, -1.361], [6.104, 1.399, -0.528], [5.521, 1.566, 0.717], [4.502, 0.725, 1.123], [-0.681, -2.297, -1.114], [-1.859, -1.365, -1.414], [-1.709, -3.135, 0.937], [-4.371, -2.374, 0.695], [-3.590, -3.142, -0.698], [-4.674, -0.876, -1.193], [-4.511, -0.020, 0.338], [-3.219, 0.776, -2.317], [-4.681, 1.452, -1.610], [-4.463, 2.456, 0.781], [-3.161, 4.115, 2.042], [-0.850, 4.653, 1.360], [0.132, 3.544, -0.614], [-1.174, 1.902, -1.882], [-2.144, 0.481, 1.041], [-2.328, -1.053, 1.888], [-0.022, -0.079, 0.160], [0.005, -0.782, 1.781], [1.065, -3.755, 0.134], [1.138, -2.827, 1.646], [2.337, -1.995, -1.059], [2.756, -1.091, 1.824], [4.315, -1.247, -1.613], [6.118, 0.245, -2.329], [6.904, 2.052, -0.845], [5.864, 2.351, 1.375], [4.051, 0.860, 2.096], [0.139, -2.048, -1.806], [-0.958, -3.342, -1.296], [-1.463, -0.389, -1.691], [-2.419, -1.756, -2.266]],
  "atomic_forces_ev_per_a": [[0.124, -0.355, 0.207], [-0.227, 0.135, -0.152], [-0.152, -0.094, -0.008], [0.249, -0.070, -0.134], [-0.133, -0.185, 0.132], [-0.006, 0.158, -0.159], [0.026, -0.010, -0.060], [-0.066, 0.009, 0.078], [0.108, 0.058, 0.048], [0.111, 0.054, 0.035], [-0.073, -0.044, -0.027], [0.133, 0.081, 0.038], [-0.211, 0.217, 0.161], [-0.025, -0.093, 0.009], [0.011, -0.043, 0.096], [-0.024, 0.047, 0.161], [-0.337, -0.349, -0.072], [0.391, 0.319, -0.107], [-0.058, -0.019, 0.087], [0.015, 0.008, -0.093], [0.042, 0.073, 0.030], [0.114, 0.110, -0.016], [-0.114, -0.154, -0.068], [-0.030, -0.084, -0.230], [-0.003, -0.047, 0.209], [0.121, 0.058, 0.039], [0.010, 0.074, -0.117], [-0.077, 0.110, -0.002], [-0.112, -0.036, 0.039], [-0.103, -0.046, 0.050], [-0.025, 0.042, -0.053], [0.050, -0.018, -0.095], [-0.121, -0.032, 0.040], [-0.036, 0.041, 0.066], [0.045, 0.062, 0.042], [0.077, 0.022, -0.024], [0.020, -0.074, -0.081], [0.027, -0.030, 0.066], [0.007, 0.058, 0.016], [0.037, -0.044, 0.076], [0.061, 0.039, -0.041], [0.014, 0.006, 0.107], [0.066, -0.063, -0.065], [0.107, 0.079, -0.155], [-0.083, -0.044, 0.128], [-0.025, -0.088, -0.055], [0.030, -0.018, -0.064], [0.062, 0.046, -0.020], [0.021, 0.053, 0.046], [-0.045, -0.010, 0.089], [-0.027, -0.052, 0.046], [0.024, 0.047, -0.058], [0.007, 0.045, -0.111], [-0.002, 0.051, -0.074]],
  "mulliken_charge": [-0.6853, -1.2110, 2.5253, -1.9237, -1.3325, 0.1476, 0.1720, -0.6606, -0.4187, -0.8122, -0.0130, -1.4739, -0.5463, 0.3664, -1.5416, -0.0355, -0.3098, 0.7879, -0.3145, -0.6280, -0.4042, -0.5463, -0.5391, -0.7881, -1.2351, 0.4916, 0.5077, 0.2935, 0.5146, 0.5082, 0.4459, 0.4814, 0.3575, 0.3886, 0.3970, 0.4285, 0.3760, 0.2686, 0.4657, 0.2964, 0.6063, 0.4074, 0.4273, 0.1835, 0.3329, 0.3862, 0.3733, 0.3749, 0.3773, 0.3301, 0.4166, 0.4010, 0.0668, 0.5150],
  "smiles": "OCC1(CCc2ccccc2)CCN(C/C=C/c2ccccc2)CC1",
  "homo_lumo_gap_ev": 9.203,
  "largest_force_ev_per_a": 0.5,
  "lumo_ha": 0.0241,
  "homo_energy_ha": -0.314
}



2.
{
  "formula": "C23H30AuClO9",
  "method": "ωB97M-V/def2-TZVPD",
  "species": ["C", "C", "C", "C", "H", "H", "C", "H", "H", "C", "H", "H", "C", "C", "C", "O", "O", "O", "O", "C", "H", "H", "H", "C", "H", "H", "H", "O", "H", "H", "C", "C", "H", "H", "H", "H", "H", "H", "Au", "C", "C", "C", "H", "C", "C", "H", "H", "H", "H", "C", "C", "C", "H", "C", "C", "H", "H", "H", "H", "O", "Cl", "O", "O", "O"],
  "positions_angstrom": [[0.585, 2.994, -1.777], [1.077, 2.553, -0.365], [0.479, 1.722, -2.671], [1.450, 0.739, -2.015], [0.750, 1.974, -3.702], [-0.555, 1.343, -2.620], [1.234, 1.051, -0.459], [0.357, 2.845, 0.403], [2.066, 2.986, -0.166], [-0.046, 0.369, 0.053], [2.106, 0.663, 0.097], [2.474, 1.088, -2.208], [1.360, -0.663, -2.452], [-0.822, 3.597, -1.755], [1.629, 3.983, -2.377], [2.297, 3.657, -3.327], [-1.621, 3.465, -0.860], [-1.088, 4.294, -2.873], [1.760, 5.214, -1.828], [0.918, 5.748, -0.761], [0.736, 5.012, 0.043], [-0.024, 6.093, -1.211], [1.490, 6.598, -0.384], [-2.433, 4.788, -2.985], [-3.151, 3.960, -2.973], [-2.451, 5.301, -3.947], [-2.648, 5.484, -2.168], [0.434, -0.932, 0.099], [-0.911, 0.452, -0.687], [-0.387, 0.869, 1.026], [2.612, -1.423, -2.577], [0.079, -1.246, -2.879], [-0.305, -0.751, -3.781], [-0.704, -1.191, -2.112], [0.223, -2.305, -3.121], [2.459, -2.478, -2.318], [3.402, -1.005, -1.941], [2.966, -1.390, -3.619], [-0.346, -2.267, 1.521], [1.297, -3.500, 3.125], [1.955, -2.571, 2.304], [1.482, -1.269, 2.664], [2.763, -2.819, 1.593], [0.482, -1.423, 3.689], [0.379, -2.787, 3.988], [-0.372, -3.196, 4.666], [1.534, -4.561, 3.030], [1.952, -0.309, 2.366], [-0.084, -0.601, 4.161], [-2.484, -3.186, 0.822], [-2.443, -3.316, 2.256], [-2.400, -1.982, 2.818], [-2.739, -4.223, 2.819], [-2.377, -1.058, 1.740], [-2.446, -1.807, 0.503], [-2.567, -1.372, -0.500], [-2.566, -4.034, 0.121], [-2.359, -1.736, 3.898], [-2.379, 0.042, 1.823], [0.433, -5.906, 4.332], [-0.823, -5.614, 3.669], [-1.240, -6.605, 2.662], [-1.851, -5.160, 4.629], [-0.601, -4.203, 2.496]],
  "atomic_forces_ev_per_a": [[-0.162, 1.007, -0.257], [0.614, 0.241, -0.806], [0.119, 0.294, 0.287], [0.048, 0.753, 1.153], [-0.199, -0.130, 0.167], [0.402, 0.042, -0.096], [-0.810, 0.160, -0.617], [0.162, -0.043, 0.011], [-0.215, 0.353, 0.073], [1.501, -1.439, -0.547], [-0.631, 0.152, 0.006], [-0.045, 0.121, -0.203], [-0.165, 0.452, 0.343], [0.367, -0.106, 1.031], [-1.257, -0.999, -0.373], [0.231, 0.883, 0.616], [0.142, 0.135, -0.500], [-0.291, 0.081, -0.379], [0.153, 0.221, 0.281], [0.240, -0.684, -0.617], [0.081, 0.368, -0.464], [0.224, -0.107, 0.294], [-0.174, -0.150, 0.025], [0.263, -0.084, -0.022], [0.171, 0.217, 0.069], [-0.106, -0.029, 0.124], [-0.047, -0.166, -0.131], [-0.412, 1.438, -1.155], [0.505, 0.387, 0.683], [0.321, -0.683, -0.707], [0.178, -0.361, 0.065], [-0.297, -0.496, -0.179], [-0.130, 0.008, -0.188], [0.215, 0.000, 0.031], [-0.154, 0.099, 0.019], [0.132, 0.107, 0.037], [-0.101, -0.155, -0.075], [0.243, -0.110, -0.111], [1.135, -0.693, -1.777], [1.405, -0.007, 0.299], [1.033, 0.937, 0.467], [1.044, 0.327, 0.114], [-0.659, 0.297, 0.412], [0.965, -0.171, 1.481], [1.125, 1.251, 1.644], [0.491, 0.063, -0.328], [-0.184, 0.659, 0.483], [-0.677, -0.775, -0.056], [0.349, -0.619, -0.443], [-0.231, 0.026, -0.293], [-2.516, 0.676, 0.886], [-1.443, -0.718, 0.212], [0.158, 1.093, -0.679], [-1.136, 0.218, -0.406], [-1.578, 0.725, -0.201], [0.372, -0.261, 0.605], [0.095, 0.644, 0.454], [-0.012, -0.262, -0.983], [0.091, -0.760, -0.077], [-0.734, -1.095, 0.429], [0.120, 2.969, -3.312], [-0.142, -0.485, 2.215], [0.802, -1.606, -0.585], [-0.991, -4.211, 1.551]],
  "mulliken_charge": [2.8067, -1.9371, -2.3904, 0.1311, 0.4634, 0.4771, 0.6819, 0.5911, 0.2562, -0.7133, 0.9948, 0.5929, 0.3678, -0.5106, 0.6325, -0.6119, -0.5781, -0.2611, -0.3985, -0.4052, 0.2399, 0.1281, 0.3229, -0.8314, 0.3120, 0.2526, 0.3246, -0.6576, -0.2936, 0.0893, -1.8676, -1.0607, 0.2059, 0.0026, 0.4492, 0.4229, 0.3958, 0.3487, 1.0108, -0.4191, -0.8853, -0.2253, 0.3827, -1.1078, 0.1300, 0.4959, 0.3860, 0.4539, 0.3169, -1.2123, -0.1749, -0.8308, 0.7940, -0.8385, -0.2185, 0.5785, 0.3600, 0.4326, 0.5261, -0.6171, 1.4800, -0.5835, -0.5796, -0.6278],
  "charge": -2,
  "homo_lumo_gap_ev": [3.245, 3.071],
  "multiplicity": 3,
  "largest_force_ev_per_a": 4.6,
  "lumo_ha": [0.1406, 0.1406],
  "homo_energy_ha": [0.021, 0.028]
}



3.
{
  "formula": "C23H30BCrN3O5",
  "method": "ωB97M-V/def2-TZVPD",
  "species": ["Cr", "O", "C", "O", "C", "C", "C", "C", "C", "N", "H", "H", "H", "H", "C", "C", "C", "C", "C", "C", "C", "C", "O", "B", "O", "C", "C", "H", "H", "H", "H", "H", "H", "H", "H", "H", "H", "H", "H", "C", "N", "C", "C", "N", "H", "H", "H", "H", "H", "H", "C", "C", "C", "O", "C", "H", "H", "H", "H", "H", "H", "H", "H"],
  "positions_angstrom": [[-0.791, 1.649, 1.715], [1.717, 3.484, 4.250], [1.074, 3.022, 3.324], [0.228, 2.004, 3.385], [1.371, 3.505, 1.972], [2.430, 4.426, 1.735], [2.798, 4.602, 0.408], [2.032, 3.962, -0.647], [1.023, 3.115, -0.314], [0.731, 2.901, 0.982], [2.884, 4.958, 2.596], [3.558, 5.300, 0.128], [2.151, 4.336, -1.680], [0.422, 2.670, -1.082], [0.431, -4.804, -2.951], [1.885, -4.368, -2.766], [2.606, -5.676, -2.388], [2.383, -3.819, -4.169], [1.957, -3.262, -1.731], [2.757, -3.412, -0.609], [2.959, -2.437, 0.357], [2.182, -1.300, 0.248], [1.771, -0.360, 1.232], [0.695, 0.364, 0.677], [0.570, 0.020, -0.632], [1.438, -1.125, -0.923], [1.242, -2.039, -1.929], [0.182, -5.328, -3.911], [-0.244, -3.945, -2.980], [0.178, -5.449, -2.134], [2.328, -6.483, -3.091], [2.310, -6.045, -1.413], [3.694, -5.610, -2.315], [2.647, -4.649, -4.857], [3.258, -3.183, -4.016], [1.563, -3.270, -4.675], [3.276, -4.376, -0.467], [3.724, -2.569, 1.130], [0.647, -1.851, -2.813], [-4.315, 4.290, -0.793], [-3.134, 3.612, -1.295], [-2.351, 4.119, -2.418], [-2.584, 2.655, -0.514], [-2.024, 1.799, 0.096], [-5.068, 3.554, -0.480], [-4.684, 4.856, -1.653], [-4.109, 4.856, 0.131], [-1.421, 4.567, -2.050], [-2.888, 4.923, -2.955], [-2.139, 3.297, -3.135], [-2.388, -0.968, 4.487], [-2.494, -1.604, 3.068], [-3.138, -0.464, 2.254], [-2.438, 0.765, 2.782], [-2.204, 0.527, 4.219], [-1.514, -1.373, 5.073], [-3.255, -1.187, 5.165], [-3.093, -2.491, 2.969], [-1.497, -1.841, 2.646], [-4.208, -0.304, 2.433], [-2.925, -0.591, 1.188], [-2.978, 1.123, 4.715], [-1.221, 0.922, 4.423]],
  "atomic_forces_ev_per_a": [[0.729, -0.446, 0.730], [-0.310, 0.002, 0.313], [-0.397, -1.304, 1.216], [0.352, 1.444, -0.376], [1.371, 0.808, -1.029], [-0.125, -0.430, -0.401], [-1.448, -0.404, -0.295], [1.038, 1.595, 0.497], [0.460, 1.051, 0.259], [-1.396, 0.166, -0.186], [-0.250, -0.629, -0.778], [0.385, 0.238, -0.038], [0.211, -0.692, 0.600], [-0.316, -0.451, 0.048], [-0.804, 0.381, -1.100], [-0.241, -0.477, -1.600], [0.386, -0.107, -0.180], [-0.269, -0.615, 0.427], [-0.259, 0.518, -0.278], [0.766, -0.947, -0.191], [0.338, 0.596, 0.644], [-0.858, 0.468, 0.232], [1.321, -1.330, -1.057], [0.087, -0.951, 1.197], [0.612, -1.696, -2.712], [-2.016, 1.990, 1.719], [1.455, -0.834, 0.499], [0.753, 0.117, 0.709], [0.009, -0.005, 0.309], [-0.553, -0.331, 0.493], [0.271, 0.506, 0.084], [-0.378, 0.081, 0.311], [0.048, 0.150, -0.376], [-0.082, 0.337, 0.506], [-0.121, 0.020, -0.247], [0.541, 0.006, 0.403], [-0.182, 0.757, -0.160], [-0.688, -0.067, -0.018], [-0.110, 0.049, 0.202], [-0.398, -0.285, 0.368], [0.723, -1.858, 1.247], [0.395, 0.103, -0.555], [1.180, -1.056, 0.186], [-2.294, 2.888, -2.001], [0.106, 0.087, -0.398], [-0.199, 0.253, 0.646], [0.029, 0.376, -0.679], [0.005, -0.180, -0.192], [-0.012, -0.587, 0.439], [-0.036, 0.565, 0.474], [0.617, -1.125, 0.831], [0.018, 1.149, -0.010], [1.336, 0.600, 0.610], [-0.381, -1.515, -0.405], [-0.950, 0.329, -0.429], [-0.688, 0.391, -0.794], [0.432, 0.303, -0.967], [-0.317, -0.465, 0.366], [-0.469, 0.345, 0.280], [0.214, -0.249, 0.024], [-0.054, 0.477, 0.178], [0.264, -0.074, 0.193], [0.151, -0.034, 0.213]],
  "mulliken_charge": [-0.2394, -0.7121, 0.4274, -0.4732, 0.2982, -0.6205, -0.3350, -1.1038, -0.2910, 0.3009, 0.4351, 0.4061, 0.3518, 0.7618, -1.6562, 2.3334, -2.2389, -1.6194, 0.1841, -0.1862, -1.6154, 1.0864, -0.6375, 1.0109, -0.3553, -0.1786, -0.8585, 0.3696, 0.3866, 0.4029, 0.3982, 0.5166, 0.4476, 0.4172, 0.3567, 0.3552, 0.3153, 0.3959, 0.5111, -0.8519, 0.0225, -0.7901, 0.3370, -0.1194, 0.3262, 0.3105, 0.3071, 0.3120, 0.3139, 0.2944, -0.6419, -0.4419, -0.3487, -0.4474, -0.0939, 0.2985, 0.2923, 0.4483, 0.1114, 0.3109, 0.3039, 0.2607, 0.1381],
  "homo_lumo_gap_ev": [4.885, 7.034],
  "multiplicity": 5,
  "largest_force_ev_per_a": 4.2,
  "lumo_ha": [0.0033, 0.0017],
  "homo_energy_ha": [-0.176, -0.257]
}